Entry 1:
Formula: C6H13N
Source: the Open Molecules 2025 dataset
Level of theory: the ωB97M-V functional and the def2-TZVPD basis

Last column: natural (NBO) charge in e.
Atoms and positions in Å:
C 2.9364 -2.0215 -0.6760  -0.610
C 1.5517 -1.3871 -0.8510  -0.447
C 1.0261 -0.3968 0.1646  -0.255
C -0.3028 -0.0490 0.3740  -0.014
N -0.7237 0.9128 1.3303  -0.624
C -1.7264 1.9628 0.7756  -0.221
C -2.9428 1.3227 0.0789  -0.642
H 3.5723 -1.6852 0.1562  0.210
H 2.8549 -3.1482 -0.6117  0.207
H 3.6078 -1.7410 -1.4987  0.209
H 0.9546 -2.3017 -0.8990  0.213
H 1.5063 -0.9296 -1.9019  0.209
H 1.6935 0.2152 0.7281  0.177
H -0.9932 -0.7856 -0.0138  0.190
H 0.0735 1.3714 1.7727  0.368
H -1.9945 2.7167 1.5209  0.202
H -1.1885 2.5083 0.0305  0.172
H -3.5706 0.7511 0.8412  0.217
H -2.6753 0.6107 -0.8148  0.217
H -3.6593 2.0740 -0.5061  0.223

Summary:
HOMO = -7.83 eV
orbital gap = 8.9606 eV
total charge = 0
E = -291.090908 hartree
SMILES = CC/C=C/NCC
F_max = 3.465 eV Å⁻¹
lowest unoccupied orbital energy = 1.13 eV
energy relative to the best compared isomer or geometry (same formula, charge and spin) = 42.6 kcal per mole

***

Entry 2:
Formula: C6H6KLiO6
Source: the Open Molecules 2025 dataset
Level of theory: the ωB97M-V functional and the def2-TZVPD basis

Last column: natural (NBO) charge in e.
Atoms and positions in Å:
O 3.8194 0.9670 1.2210  -0.817
C 2.7242 0.5466 0.8030  0.987
O 2.2673 -0.5913 1.1340  -0.947
O 2.0306 1.3485 -0.0161  -0.490
C 0.9355 0.8272 -0.7428  0.412
C -0.2159 1.7441 -0.9809  -0.486
H 1.4276 -0.8741 -1.4830  0.468
H -0.7209 1.7007 -1.9475  0.213
H -0.1257 2.7282 -0.5178  0.233
O 1.3499 0.0351 -1.7934  -0.704
C -0.3816 0.5554 -0.0223  0.124
O -0.4462 0.7758 1.3086  -0.952
Li 4.0172 -0.7867 2.0832  0.953
K 0.3795 -1.0294 2.4831  0.961
C -3.5423 -1.3523 -0.1128  -0.274
O -2.5518 -2.1798 -0.7811  -0.454
H -4.3122 -1.9345 0.3966  0.194
H -3.8579 -0.4654 -0.6653  0.199
C -2.1153 -1.4550 0.2224  0.259
H -0.6814 -0.5601 -0.5888  0.122

Summary:
HOMO = -6.56 eV
orbital gap = 5.3499 eV
total charge = 0
E = -1291.014594 hartree
F_max = 3.263 eV Å⁻¹
lowest unoccupied orbital energy = -1.21 eV
energy relative to the best compared isomer or geometry (same formula, charge and spin) = 14.3 kcal per mole

***

Entry 3:
Formula: C52H35Cl4MoN4Si
Source: the Open Molecules 2025 dataset
Level of theory: the ωB97M-V functional and the def2-TZVPD basis

Last column: Löwdin spin population.
Atoms and positions in Å:
Mo -0.0405 -0.0038 0.4980  1.739
Cl 9.1748 -1.1641 -1.2353  0.000
C 7.4978 -0.9231 -0.8822  0.000
C 7.1219 -0.4855 0.3783  0.000
C 5.7774 -0.2969 0.6571  0.000
C 4.8126 -0.5379 -0.3150  0.000
C 5.2101 -0.9744 -1.5744  0.000
C 6.5516 -1.1712 -1.8640  0.000
C 3.3641 -0.3314 -0.0144  0.007
C 2.7992 0.8897 -0.3668  0.017
C 3.5175 2.0128 -0.9075  0.020
C 2.6262 3.0174 -1.0676  0.017
C 1.3460 2.5251 -0.6312  0.020
C 0.1612 3.2565 -0.6278  0.006
C 0.1960 4.6299 -1.2089  0.000
C 0.2187 4.7912 -2.5907  0.000
C 0.2518 6.0581 -3.1522  0.000
C 0.2675 7.1661 -2.3193  0.000
Cl 0.3131 8.7515 -3.0128  0.000
C 0.2492 7.0250 -0.9403  0.000
C 0.2106 5.7534 -0.3899  0.000
C -1.0581 2.8073 -0.1174  0.010
N -1.2882 1.5931 0.5253  0.007
C -2.6387 1.5637 0.8594  0.018
C -3.3074 0.5330 1.5240  -0.006
C -4.7524 0.7466 1.8366  -0.001
C -5.1415 1.3223 3.0411  0.000
C -6.4835 1.5198 3.3272  0.000
C -7.4380 1.1389 2.3969  0.000
Cl -9.1153 1.3834 2.7479  0.000
C -7.0701 0.5655 1.1901  0.000
C -5.7250 0.3712 0.9160  -0.001
C -2.7293 -0.6682 1.9215  0.025
C -3.3790 -1.6857 2.7094  0.021
C -2.4680 -2.6586 2.9354  0.022
C -1.2446 -2.2597 2.2840  0.024
N -1.4427 -1.0578 1.6538  0.012
C -0.0608 -2.9885 2.2829  -0.006
C 1.1378 -2.5754 1.6910  0.018
C 2.3232 -3.3562 1.6272  -0.004
C 3.2670 -2.6278 0.9648  0.006
C 2.6877 -1.3763 0.6196  0.008
N 1.3691 -1.3579 1.0653  0.009
C -0.0586 -4.3072 2.9836  -0.001
C 0.1625 -4.3817 4.3541  0.000
C 0.1645 -5.6071 5.0021  0.000
C -0.0557 -6.7624 4.2686  0.000
Cl -0.0539 -8.2954 5.0720  0.000
C -0.2779 -6.7087 2.9015  0.000
C -0.2783 -5.4774 2.2647  -0.001
C -3.2454 2.7696 0.4145  -0.002
C -2.2818 3.5274 -0.1824  0.006
N 1.4752 1.2225 -0.2280  0.019
H 7.8764 -0.2965 1.1289  0.000
H 5.4762 0.0439 1.6402  0.000
H 4.4648 -1.1683 -2.3365  0.000
H 6.8646 -1.5143 -2.8401  0.000
H 4.5734 2.0209 -1.1223  0.001
H 2.8098 4.0154 -1.4297  0.001
H 0.2107 3.9180 -3.2329  0.000
H 0.2662 6.1892 -4.2251  0.000
H 0.2664 7.9029 -0.3099  0.000
H 0.1966 5.6352 0.6868  0.000
H -4.3902 1.6196 3.7625  0.000
H -6.7916 1.9661 4.2623  0.000
H -7.8292 0.2754 0.4773  0.000
H -5.4317 -0.0763 -0.0263  0.000
H -4.4009 -1.6410 3.0482  0.001
H -2.5948 -3.5672 3.5005  0.001
H 2.4265 -4.3501 2.0303  0.000
H 4.2732 -2.9265 0.7204  0.000
H 0.3364 -3.4754 4.9213  0.000
H 0.3368 -5.6712 6.0674  0.000
H -0.4496 -7.6204 2.3466  0.000
H -0.4541 -5.4285 1.1966  0.000
H -4.2916 3.0047 0.5220  0.000
H -2.4008 4.4929 -0.6458  0.000
C -2.6543 -0.5779 -1.8768  -0.003
Si -0.8354 -0.9753 -1.7182  -0.006
C -0.5557 -2.8201 -1.5930  -0.005
C 0.1220 -0.2131 -3.1252  0.002
C -0.5153 0.5688 -4.0910  -0.001
C 0.2048 1.1557 -5.1248  0.000
C 1.5766 0.9734 -5.2042  -0.001
C 2.2284 0.1963 -4.2542  0.000
C 1.5048 -0.3904 -3.2292  0.000
H -3.0504 -1.0531 -2.7785  -0.001
H -2.8394 0.4959 -1.9418  0.000
H -3.2078 -0.9697 -1.0211  0.000
H -0.9365 -3.2966 -2.5000  -0.001
H -1.0799 -3.2415 -0.7323  0.000
H 0.5046 -3.0658 -1.5020  0.000
H -1.5861 0.7286 -4.0431  0.000
H -0.3072 1.7520 -5.8691  0.000
H 2.1389 1.4309 -6.0078  0.000
H 3.2999 0.0525 -4.3204  0.000
H 2.0248 -0.9997 -2.4957  0.000

Summary:
HOMO (spin up / spin down) = -10.29 / -10.26 eV
orbital gap (spin up / spin down) = 5.3984 / 5.5395 eV
total charge = +1
E = -4419.968339 hartree
2S+1 = 3
F_max = 0.369 eV Å⁻¹
lowest unoccupied orbital energy (spin up / spin down) = -4.89 / -4.72 eV
energy relative to the best compared isomer or geometry (same formula, charge and spin) = 1.2 kcal per mole

***

Entry 4:
Formula: C25H19Cl4GeIrN4O9Si
Source: the Open Molecules 2025 dataset
Level of theory: the ωB97M-V functional and the def2-TZVPD basis

Last column: Löwdin spin population.
Atoms and positions in Å:
Ir -1.7042 0.7210 0.2797  1.615
Cl -5.2882 -0.4082 0.9346  -0.006
Ge -3.7851 1.0111 1.5437  0.024
Cl -4.7729 2.9289 1.1699  -0.001
Cl -3.9108 0.9903 3.7069  0.002
O 2.2672 -2.9329 -5.6610  0.001
N 1.3103 -3.2300 -4.9774  0.000
O 0.6536 -4.2425 -5.0985  0.000
C 0.9146 -2.2846 -3.9286  0.003
C -0.2136 -2.5269 -3.1942  0.000
C -0.5836 -1.6374 -2.1969  0.003
C 0.1562 -0.4532 -1.9068  0.005
O -0.1799 0.4579 -1.0903  0.080
C 1.3222 -0.2842 -2.7132  0.003
C 1.6883 -1.1553 -3.6989  0.000
N 2.1712 0.9083 -2.5457  0.000
O 2.1604 1.4844 -1.4761  0.006
O 2.8429 1.2474 -3.5004  0.000
N -1.7947 -1.9787 -1.4756  0.009
O -2.0173 -1.4556 -0.3633  0.099
O -2.5283 -2.8201 -1.9203  0.020
H -0.8040 -3.4119 -3.3790  0.000
H 2.5719 -0.9624 -4.2884  0.000
Cl -0.9159 1.8389 -3.9415  0.021
C -0.8051 2.9529 -2.6166  0.080
C 0.1609 3.9337 -2.6753  -0.003
C 0.2469 4.8781 -1.6584  0.106
C -0.6495 4.8489 -0.5950  -0.006
C -1.6177 3.8690 -0.5442  0.101
C -1.7208 2.8778 -1.5470  0.062
C -2.7056 1.8290 -1.4320  0.349
H 0.8418 3.9589 -3.5146  -0.001
H 1.0075 5.6460 -1.7098  0.006
H -0.5881 5.5894 0.1912  -0.003
H -2.3225 3.8401 0.2760  0.007
H -2.7654 1.1317 -2.2627  0.022
H -3.6720 2.1250 -1.0431  0.021
O 3.4183 -0.7959 -0.4748  0.008
N 2.4183 -0.6192 0.1731  0.052
O 1.4077 -1.2945 0.0872  0.011
C 4.1780 0.9818 2.7980  0.010
C 3.7573 0.9978 1.5132  0.217
C 2.3672 0.5987 1.1490  0.066
C 1.4509 0.3065 2.3007  0.249
C 1.9575 0.3108 3.5703  0.015
C 3.3045 0.6096 3.8495  0.320
Si -0.3941 -0.0040 2.2153  0.253
C -0.8809 -1.7549 2.6721  0.043
C -0.4282 -2.8972 1.9971  0.013
C -0.7927 -4.1647 2.4219  0.000
C -1.6201 -4.3229 3.5270  0.014
C -2.0734 -3.2067 4.2103  0.000
C -1.7086 -1.9354 3.7853  0.017
H 5.1969 1.2642 3.0302  -0.006
H 4.4200 1.2777 0.7075  0.010
H 1.9220 1.3415 0.4752  0.023
H 1.2918 0.0985 4.4030  -0.003
H 3.6596 0.5901 4.8707  0.018
H -0.9135 0.8801 3.2891  0.043
H 0.2143 -2.8019 1.1340  0.000
H -0.4309 -5.0337 1.8862  0.000
H -1.9087 -5.3143 3.8532  0.001
H -2.7147 -3.3200 5.0754  0.000
H -2.0695 -1.0773 4.3335  0.001

Summary:
HOMO (spin up / spin down) = -8.18 / -9.48 eV
orbital gap (spin up / spin down) = 6.5146 / 6.0582 eV
total charge = 0
E = -6171.402354 hartree
2S+1 = 5
F_max = 0.649 eV Å⁻¹
lowest unoccupied orbital energy (spin up / spin down) = -1.67 / -3.43 eV

***

Entry 5:
Formula: C3H8OS
Source: the Open Molecules 2025 dataset
Level of theory: the ωB97M-V functional and the def2-TZVPD basis

Last column: natural (NBO) charge in e.
Atoms and positions in Å:
C 1.0311 0.3461 0.1161  -0.215
O 1.9994 -0.4819 -0.7718  -0.688
C 1.9151 1.1062 0.9974  -0.288
C -2.3449 -1.3510 -0.7479  -0.565
S -2.7244 0.2283 -0.2403  0.010
H 0.2630 -0.3349 0.5436  0.202
H 0.4122 0.9925 -0.6351  0.207
H 2.7262 -0.3486 -0.1771  0.455
H 2.1114 2.0965 0.7671  0.184
H 2.1058 0.8744 2.1002  0.201
H -1.5623 -1.3225 -1.6125  0.185
H -1.8535 -1.8984 -0.0155  0.173
H -4.0791 0.0934 -0.3242  0.139

Summary:
HOMO = -6.75 eV
orbital gap = 2.9797 eV
total charge = 0
E = -592.218386 hartree
F_max = 4.603 eV Å⁻¹
lowest unoccupied orbital energy = -3.77 eV
energy relative to the best compared isomer or geometry (same formula, charge and spin) = 188.0 kcal per mole

***

Entry 6:
Formula: C3H3N3O2
Source: the Open Molecules 2025 dataset
Level of theory: the ωB97M-V functional and the def2-TZVPD basis

Last column: natural (NBO) charge in e.
Atoms and positions in Å:
C -0.8979 -0.5183 1.7222  0.209
C -0.3111 0.7939 -0.0719  0.553
C 0.9796 -0.6252 -1.3306  0.111
H -1.8468 -1.0054 2.0408  0.217
H 0.1481 -0.4122 2.4458  0.177
H 1.2148 -1.6761 -1.8119  0.245
N 0.5597 1.4878 -0.7940  -0.314
N 1.3325 0.6872 -1.6714  -0.236
N 0.0641 -0.4950 -0.2513  -0.134
O -1.1041 0.7084 1.0872  -0.485
O -0.3752 -1.5294 0.7158  -0.344

Summary:
HOMO = -9.79 eV
orbital gap = 10.4009 eV
total charge = 0
E = -430.661511 hartree
SMILES = c1nnc2n1OCO2
F_max = 5.078 eV Å⁻¹
lowest unoccupied orbital energy = 0.62 eV
energy relative to the best compared isomer or geometry (same formula, charge and spin) = 162.8 kcal per mole